[1]
Computed, not measured: a 3-piece molecular cluster, C13H28N2O7S overall, with ωB97M-V/def2-TZVPD.

Values from the calculation:
* relative energy (zero: lowest compared OMol25 entry of this formula, charge and spin): 4.885 eV
* HOMO level: -9.32 eV
* Kohn-Sham gap: 9.600 eV

Geometry as ORCA input:
```
! RIJCOSX wB97M-V def2-TZVPD def2/J DEFGRID3
* xyz 0 1
C -4.138 0.758 0.729
C -3.611 -0.782 1.110
O -4.587 -1.702 1.307
O -2.163 -1.059 1.219
C -1.453 -0.692 -0.021
C -0.243 -1.762 -0.310
C -0.384 -2.595 -1.721
C -0.042 -1.729 -3.070
C -1.142 -0.564 -3.437
O -2.531 -1.046 -3.564
S -3.497 0.149 -4.372
O -2.941 1.523 -3.876
O -5.117 0.027 -3.845
H -5.162 0.991 1.278
H -3.315 1.506 1.144
H -4.313 0.879 -0.430
H -2.260 -0.617 -0.869
H -1.008 0.400 0.152
H -0.315 -2.580 0.557
H 0.783 -1.200 -0.225
H -1.425 -3.173 -1.812
H 0.432 -3.465 -1.671
H 1.034 -1.243 -3.080
H -0.037 -2.512 -3.972
H -0.833 -0.073 -4.478
H -1.034 0.273 -2.604
H -5.265 0.628 -3.039
C 3.745 -0.163 3.009
C 2.755 -1.005 2.256
O 2.583 -0.884 1.045
N 2.031 -1.928 2.952
C 2.080 -2.226 4.363
H 4.241 0.523 2.316
H 3.232 0.429 3.772
H 4.507 -0.798 3.469
H 1.388 -2.453 2.372
H 2.346 -3.280 4.477
H 1.082 -2.063 4.778
H 2.803 -1.607 4.896
C 2.670 4.208 -0.149
C 2.842 2.774 0.265
O 3.914 2.339 0.681
N 1.766 1.941 0.170
C 0.433 2.248 -0.289
H 3.615 4.742 -0.015
H 2.389 4.263 -1.204
H 1.911 4.690 0.473
H 1.966 0.993 0.468
H -0.264 2.023 0.522
H 0.211 1.600 -1.141
H 0.324 3.292 -0.586
*
```

=====

[2]
Computed, not measured: a single C4H8ClN molecule, with ωB97M-V/def2-TZVPD.

Values from the calculation:
* SMILES: C=C(CN)CCl
* relative energy (zero: lowest compared OMol25 entry of this formula, charge and spin): 0.360 eV
* HOMO level: -9.55 eV
* Kohn-Sham gap: 10.467 eV

Geometry as ORCA input:
```
! RIJCOSX wB97M-V def2-TZVPD def2/J DEFGRID3
* xyz 0 1
C 0.104 1.560 -0.462
C -0.263 0.344 0.031
C 0.554 -0.932 -0.067
N 1.993 -0.597 -0.346
C -1.652 0.181 0.676
Cl -2.930 -0.473 -0.493
H 1.020 1.767 -1.017
H -0.587 2.416 -0.459
H 0.207 -1.562 -0.912
H 0.399 -1.435 0.877
H 2.532 -0.543 0.491
H 2.297 -1.429 -0.840
H -1.623 -0.444 1.552
H -2.051 1.148 0.969
*
```

=====

[3]
Computed, not measured: a 2-piece molecular cluster, C6H15NO2 overall, with ωB97M-V/def2-TZVPD.

Values from the calculation:
* SMILES: C[N@H+](O)C[O-].C=C(C)C
* relative energy (zero: lowest compared OMol25 entry of this formula, charge and spin): 4.037 eV
* HOMO level: -8.88 eV
* Kohn-Sham gap: 9.646 eV

Geometry as ORCA input:
```
! RIJCOSX wB97M-V def2-TZVPD def2/J DEFGRID3
* xyz 0 1
C 0.367 2.677 -1.353
N 0.370 1.524 -0.474
O 0.639 1.864 0.838
C 1.673 0.309 -0.823
O 1.997 -0.082 0.327
H -0.396 3.395 -1.046
H 1.343 3.162 -1.305
H 0.173 2.340 -2.370
H -0.528 0.964 -0.487
H 1.335 1.157 1.089
H 2.367 0.952 -1.397
H 1.097 -0.365 -1.479
C -1.825 -0.483 0.015
C -0.956 -1.318 0.594
C -0.550 -1.183 2.025
C -0.424 -2.530 -0.106
H -2.202 -0.664 -0.981
H -2.317 0.293 0.583
H 0.536 -1.110 2.081
H -0.985 -0.300 2.486
H -0.849 -2.065 2.594
H -0.694 -2.537 -1.160
H -0.827 -3.430 0.358
H 0.659 -2.571 -0.008
*
```

=====

[4]
Computed, not measured: a 2-piece molecular cluster, C6H15N2 overall, with ωB97M-V/def2-TZVPD.

Values from the calculation:
* relative energy (zero: lowest compared OMol25 entry of this formula, charge and spin): 1.978 eV
* HOMO level: -11.34 eV
* Kohn-Sham gap: 6.555 eV

Geometry as ORCA input:
```
! RIJCOSX wB97M-V def2-TZVPD def2/J DEFGRID3
* xyz 1 1
C 2.662 -0.763 -0.471
C 2.006 -0.016 0.651
C 0.886 -0.446 1.252
N 2.671 1.131 1.017
H 3.725 -0.853 -0.257
H 2.569 -0.208 -1.408
H 2.233 -1.752 -0.608
H 0.511 0.068 2.133
H 0.538 -1.455 1.088
H 3.223 1.598 0.317
H 2.210 1.740 1.672
C -1.036 0.197 -1.802
C -2.251 -0.193 -0.991
C -2.562 -0.057 1.427
N -2.295 0.497 0.322
H -0.998 1.266 -1.998
H -0.115 -0.140 -1.338
H -1.143 -0.325 -2.752
H -3.169 0.083 -1.509
H -2.290 -1.259 -0.787
H -2.558 0.524 2.343
H -2.795 -1.113 1.411
H -2.021 1.476 0.286
*
```